Entry 1:
Below is a molecular structure, C43H61AsBrFeN8O2PSi3Te, with properties calculated with ωB97M-V with the def2-TZVPD basis set.

Structure (ORCA input):
```
! RIJCOSX wB97M-V def2-TZVPD def2/J DEFGRID3
* xyz 2 5
Fe -0.258 -0.351 0.577
C -1.408 2.481 5.514
N -0.792 1.466 4.665
C -0.014 0.437 5.107
C 0.375 -0.257 3.995
N -0.157 0.335 2.880
C -0.858 1.376 3.312
P -1.633 2.632 2.239
C -0.173 2.762 1.164
N 0.326 1.767 0.446
C 1.586 2.145 0.085
C 1.851 3.386 0.587
N 0.733 3.768 1.269
C 0.557 5.054 1.936
C -2.656 1.544 1.214
N -2.281 0.434 0.589
C -3.411 -0.126 0.073
C -4.485 0.660 0.382
N -3.999 1.709 1.104
C -4.796 2.826 1.602
H -1.444 2.103 6.532
H -2.422 2.682 5.178
H -0.828 3.402 5.495
H 0.191 0.285 6.153
H 0.974 -1.151 3.946
H 2.183 1.539 -0.574
H 2.702 4.037 0.478
H 1.033 5.829 1.341
H 1.006 5.034 2.928
H -0.503 5.276 2.018
H -3.391 -1.045 -0.485
H -5.532 0.562 0.151
H -5.826 2.672 1.296
H -4.438 3.762 1.180
H -4.755 2.872 2.689
C -0.757 -3.364 -0.812
O 0.210 -2.484 -0.230
C 1.529 -2.849 -0.319
C 2.006 -3.977 -0.951
C 3.383 -4.185 -0.973
Br 4.041 -5.719 -1.848
C 4.262 -3.295 -0.396
C 3.776 -2.151 0.247
C 2.405 -1.965 0.296
O 1.787 -0.924 0.987
C 4.731 -1.228 0.866
N 5.955 -1.551 1.153
C 6.523 -0.417 1.706
C 7.819 -0.207 2.176
C 8.127 1.047 2.660
C 7.176 2.079 2.685
C 5.885 1.887 2.232
C 5.582 0.619 1.748
N 4.417 0.072 1.230
H -0.504 -3.574 -1.845
H -1.708 -2.840 -0.770
H -0.815 -4.292 -0.240
H 1.348 -4.691 -1.423
H 5.330 -3.455 -0.424
H 2.332 -0.637 1.735
H 8.548 -1.005 2.153
H 9.123 1.247 3.030
H 7.463 3.046 3.074
H 5.152 2.682 2.267
H 3.650 0.621 0.881
C -3.145 -3.786 1.864
Te -1.606 -2.401 2.412
C -3.151 -1.410 3.495
C -4.215 -2.460 3.704
C -5.211 -2.284 4.660
C -6.190 -3.247 4.837
C -6.180 -4.395 4.058
C -5.192 -4.575 3.104
C -4.206 -3.611 2.922
H -2.734 -4.793 1.850
H -3.533 -3.547 0.873
H -3.522 -0.567 2.907
H -2.743 -1.041 4.435
H -5.212 -1.393 5.276
H -6.955 -3.108 5.589
H -6.937 -5.155 4.200
H -5.181 -5.475 2.501
C 2.393 -1.981 -3.850
Si 0.623 -1.480 -4.273
C -0.540 -2.973 -4.310
C 0.592 -0.856 -6.040
As -0.005 0.136 -2.592
Si 1.419 1.938 -3.296
C 3.186 1.576 -2.705
C 1.556 2.267 -5.140
C 0.715 3.521 -2.541
Si -2.086 0.976 -3.386
C -2.056 1.695 -5.114
C -3.320 -0.455 -3.358
C -2.618 2.376 -2.232
H 2.501 -3.068 -3.845
H 2.733 -1.614 -2.880
H 3.076 -1.594 -4.610
H -0.764 -3.178 -5.359
H -1.495 -2.834 -3.804
H -0.065 -3.874 -3.917
H 0.934 -1.711 -6.634
H 1.258 -0.027 -6.256
H -0.409 -0.607 -6.392
H 3.314 0.575 -2.285
H 3.535 2.304 -1.970
H 3.862 1.648 -3.559
H 2.345 1.675 -5.603
H 1.859 3.317 -5.216
H 0.644 2.144 -5.718
H 0.095 3.371 -1.657
H 0.109 4.033 -3.292
H 1.535 4.195 -2.278
H -1.814 0.974 -5.893
H -1.391 2.553 -5.207
H -3.072 2.057 -5.308
H -2.943 -1.344 -2.851
H -3.568 -0.744 -4.382
H -4.251 -0.159 -2.871
H -2.452 3.337 -2.723
H -2.069 2.382 -1.290
H -3.686 2.299 -2.012
*
```

- <S²> = 6.0090
- ΔE to the lowest compared entry with this formula, charge and spin (kJ/mol) = 82.5
- E_LUMO (spin up / spin down) (eV) = -4.7 / -4.7
- DFT total energy (a.u.) = -9814.75234
- Kohn-Sham gap (spin up / spin down) (eV) = 7.62 / 7.53

Results of the Löwdin charge analysis, in e, for atoms 1 through 4: number 1, Fe, carries 0.63; number 2, C, carries 0.00; number 3, N, carries -0.11; number 4, C, carries -0.03

---

Entry 2:
Below is a molecular structure, C43H61BI2N2OP3SeTi at a distorted geometry, with properties calculated with ωB97M-V with the def2-TZVPD basis set.

Structure (ORCA input):
```
! RIJCOSX wB97M-V def2-TZVPD def2/J DEFGRID3
* xyz 1 1
Ti 0.528 -0.140 -1.680
C -3.375 3.552 -2.413
C -1.983 2.963 -2.352
C -1.206 3.430 -1.041
C -1.162 3.487 -3.507
P -1.849 1.075 -2.321
C -2.670 0.572 -0.765
N -1.706 0.552 0.363
B -0.329 0.626 0.292
N 0.150 0.732 1.675
C 1.469 0.922 2.266
P 2.446 2.402 1.699
C 4.060 2.175 2.571
C 4.892 1.452 1.517
C 4.036 1.325 3.839
C 4.747 3.508 2.890
C 1.448 3.865 2.508
C 0.156 4.060 1.674
C 1.055 3.642 3.948
C 2.269 5.163 2.410
C -0.925 0.563 2.506
C -0.992 0.335 3.893
C -2.239 0.156 4.384
C -3.430 0.143 3.621
C -3.380 0.246 2.257
C -2.103 0.445 1.709
C -2.991 0.246 -3.621
C -4.433 0.259 -3.130
C -2.985 1.022 -4.911
C -2.550 -1.179 -3.897
H -3.381 4.701 -2.297
H -4.037 3.142 -1.668
H -3.768 3.354 -3.403
H -1.122 4.509 -1.046
H -0.249 2.983 -1.026
H -1.713 3.103 -0.101
H -1.136 4.602 -3.423
H -1.391 3.128 -4.507
H -0.103 3.332 -3.370
H -3.115 -0.400 -0.864
H -3.576 1.223 -0.545
H 2.151 0.103 1.999
H 1.400 1.032 3.347
H 4.421 0.508 1.253
H 5.143 2.002 0.677
H 5.818 1.238 2.070
H 3.662 0.327 3.692
H 3.486 1.842 4.659
H 5.069 1.258 4.241
H 4.720 4.138 1.995
H 5.803 3.344 3.102
H 4.188 3.913 3.748
H -0.365 3.102 1.644
H 0.507 4.404 0.702
H -0.578 4.730 2.197
H 0.344 2.858 3.996
H 0.569 4.525 4.441
H 1.898 3.346 4.574
H 2.674 5.272 1.379
H 3.164 5.265 3.050
H 1.671 6.089 2.567
H -0.086 0.254 4.517
H -2.385 0.049 5.437
H -4.379 0.046 4.107
H -4.310 0.270 1.672
H -4.730 1.210 -2.811
H -4.745 -0.534 -2.407
H -5.071 0.045 -4.014
H -3.369 2.009 -4.776
H -3.544 0.554 -5.719
H -1.989 1.176 -5.387
H -2.555 -1.831 -3.039
H -3.311 -1.564 -4.613
H -1.513 -1.148 -4.280
I 3.787 3.113 -3.378
C 3.299 1.405 -4.630
I 1.383 0.626 -4.437
H 3.951 0.547 -4.459
H 3.422 1.743 -5.653
Se 2.646 -0.307 -1.063
O -0.331 -1.821 -1.232
P -0.036 -3.164 -0.557
C -1.605 -3.634 0.247
C -1.694 -4.270 1.480
C -2.853 -4.792 1.948
C -4.030 -4.542 1.181
C -3.989 -3.922 -0.037
C -2.741 -3.567 -0.535
C 1.295 -3.133 0.739
C 2.410 -3.932 0.474
C 3.460 -3.939 1.427
C 3.340 -3.220 2.618
C 2.137 -2.529 2.896
C 1.159 -2.475 1.959
C 0.534 -4.422 -1.731
C 0.158 -5.750 -1.611
C 0.458 -6.733 -2.565
C 1.321 -6.399 -3.637
C 1.706 -5.049 -3.770
C 1.288 -4.057 -2.872
H -0.725 -4.496 1.987
H -2.883 -5.496 2.752
H -4.981 -4.840 1.545
H -4.846 -3.894 -0.654
H -2.637 -3.243 -1.573
H 2.510 -4.601 -0.326
H 4.368 -4.479 1.174
H 4.163 -3.235 3.305
H 2.016 -1.960 3.810
H 0.198 -2.004 2.156
H -0.452 -6.048 -0.795
H 0.070 -7.684 -2.398
H 1.716 -7.159 -4.298
H 2.227 -4.712 -4.650
H 1.666 -3.034 -2.987
*
```

- ΔE to the lowest compared entry with this formula, charge and spin (kJ/mol) = 151.9
- E_LUMO (eV) = -2.9
- DFT total energy (a.u.) = -6754.95163
- Kohn-Sham gap (eV) = 6.72

Results of the Löwdin charge analysis, in e, for atoms 1 through 4: number 1, Ti, carries 0.05; number 2, C, carries -0.08; number 3, C, carries -0.66; number 4, C, carries -0.09

---

Entry 3:
Below is a molecular structure, C43H62BCl2F4InN6O4PS, with properties calculated with ωB97M-V with the def2-TZVPD basis set.

Structure (ORCA input):
```
! RIJCOSX wB97M-V def2-TZVPD def2/J DEFGRID3
* xyz 1 1
In 0.559 -0.276 -1.270
C -3.942 0.849 1.442
C -4.012 2.374 1.459
C -4.011 2.880 2.907
C -3.003 3.138 0.601
C -3.496 4.294 -0.004
C -2.693 5.142 -0.742
C -1.352 4.840 -0.897
C -0.809 3.696 -0.330
C 0.670 3.402 -0.522
C 1.064 3.457 -2.002
C 1.542 4.347 0.310
C -1.641 2.851 0.422
N -1.048 1.667 0.948
C -0.525 1.672 2.097
C 0.165 0.436 2.643
N 0.635 -0.447 1.868
C 1.289 -1.607 2.338
C 2.697 -1.653 2.406
C 3.287 -2.862 2.770
C 2.539 -3.991 3.060
C 1.160 -3.925 2.979
C 0.515 -2.749 2.612
C -1.002 -2.734 2.531
C -1.641 -3.086 3.878
C -1.490 -3.690 1.437
C 3.639 -0.466 2.211
C 3.662 0.438 3.450
C 3.399 0.376 0.958
C 0.271 0.628 4.104
C 0.698 -0.153 5.145
C 0.708 0.406 6.445
C 0.338 1.706 6.687
C -0.078 2.546 5.624
C -0.452 3.911 5.702
C -0.822 4.596 4.571
C -0.878 3.983 3.296
C -0.530 2.662 3.195
C -0.114 1.966 4.355
H -4.794 0.448 1.994
H -3.038 0.480 1.933
H -4.000 0.481 0.419
H -4.984 2.630 1.032
H -3.124 2.541 3.444
H -4.888 2.495 3.433
H -4.041 3.969 2.949
H -4.548 4.525 0.116
H -3.110 6.033 -1.193
H -0.720 5.507 -1.470
H 0.865 2.386 -0.172
H 1.045 4.481 -2.379
H 0.379 2.861 -2.608
H 2.077 3.072 -2.137
H 1.374 5.384 0.015
H 2.599 4.115 0.161
H 1.323 4.255 1.375
H 4.368 -2.908 2.837
H 3.029 -4.909 3.356
H 0.571 -4.805 3.211
H -1.328 -1.728 2.268
H -1.416 -4.114 4.163
H -2.725 -2.980 3.823
H -1.276 -2.426 4.666
H -1.213 -4.719 1.671
H -1.058 -3.424 0.468
H -2.579 -3.644 1.355
H 4.637 -0.901 2.115
H 2.740 1.013 3.532
H 4.492 1.143 3.383
H 3.782 -0.147 4.363
H 2.440 0.891 0.994
H 3.430 -0.232 0.054
H 4.185 1.131 0.883
H 1.029 -1.173 4.996
H 1.027 -0.215 7.271
H 0.369 2.097 7.697
H -0.438 4.417 6.659
H -1.092 5.640 4.651
H -1.197 4.555 2.434
O -1.853 -1.057 -0.380
H -1.859 -0.560 0.451
H -2.135 -0.392 -1.037
O 2.062 -2.916 -0.664
H 2.839 -2.786 -0.107
H 1.322 -3.000 -0.049
Cl 3.608 -0.082 -2.674
C 5.188 0.633 -2.301
Cl 6.212 -0.475 -1.375
H 5.026 1.526 -1.709
H 5.686 0.854 -3.236
F -2.815 -0.994 -3.676
B -2.838 0.354 -3.206
F -1.547 0.679 -2.661
F -3.160 1.208 -4.220
F -3.737 0.382 -2.122
C -0.688 -0.152 -5.856
N 0.239 -0.547 -6.908
C -0.025 -0.499 -8.266
C 1.072 -0.941 -8.910
N 1.993 -1.256 -7.928
C 1.480 -1.017 -6.700
S 2.297 -1.224 -5.234
H -1.698 -0.175 -6.252
H -0.464 0.853 -5.500
H -0.614 -0.853 -5.028
H -0.971 -0.160 -8.645
H 1.269 -1.076 -9.957
H 2.929 -1.596 -8.062
N 2.091 -3.588 -3.238
C 0.933 -4.527 -3.201
P -0.548 -3.428 -3.443
O -0.775 -3.327 -4.897
O -0.276 -2.246 -2.552
C -2.007 -4.306 -2.697
N -2.966 -3.240 -2.285
H 2.094 -3.050 -2.359
H 1.967 -2.876 -4.007
H 2.990 -4.048 -3.362
H 0.959 -5.082 -2.264
H 0.988 -5.209 -4.046
H -1.762 -4.927 -1.837
H -2.461 -4.914 -3.476
H -3.100 -2.554 -3.059
H -2.566 -2.654 -1.527
H -3.867 -3.603 -1.986
*
```

- ΔE to the lowest compared entry with this formula, charge and spin (kJ/mol) = 56.6
- E_LUMO (eV) = -2.6
- DFT total energy (a.u.) = -4579.84497
- Kohn-Sham gap (eV) = 7.18

Results of the Löwdin charge analysis, in e, for atoms 1 through 4: number 1, In, carries 0.95; number 2, C, carries -0.06; number 3, C, carries -0.35; number 4, C, carries -0.05

---

Entry 4:
Below is a molecular structure, C43H63CsN5O6S, with properties calculated with ωB97M-V with the def2-TZVPD basis set.

Structure (ORCA input):
```
! RIJCOSX wB97M-V def2-TZVPD def2/J DEFGRID3
* xyz -1 1
Cs -0.287 -0.957 2.048
C -2.138 -5.186 2.017
C -2.926 -4.025 2.603
O -3.116 -2.963 1.690
C -3.993 -3.158 0.617
C -3.331 -3.635 -0.670
O -2.121 -2.948 -0.854
C -1.556 -3.151 -2.134
C -0.059 -2.929 -2.068
O 0.655 -4.029 -1.543
C 0.611 -4.171 -0.130
C -0.384 -5.216 0.367
O -0.940 -4.649 1.527
H -2.698 -5.681 1.211
H -1.951 -5.934 2.799
H -2.357 -3.592 3.428
H -3.896 -4.381 2.982
H -4.449 -2.183 0.424
H -4.805 -3.855 0.876
H -4.027 -3.438 -1.501
H -3.143 -4.718 -0.657
H -2.016 -2.461 -2.856
H -1.746 -4.178 -2.477
H 0.153 -2.019 -1.493
H 0.325 -2.781 -3.080
H 0.289 -3.246 0.352
H 1.624 -4.401 0.196
H 0.095 -6.181 0.588
H -1.155 -5.389 -0.395
N 2.283 -2.809 6.372
C 1.149 -2.649 5.606
S 0.955 -3.669 4.250
N 0.330 -1.722 6.093
N -0.719 -1.454 5.284
C -1.697 -0.840 5.837
C -2.887 -0.473 5.065
C -3.972 0.129 5.714
C -5.094 0.468 4.984
C -5.110 0.209 3.622
C -3.988 -0.388 3.063
N -2.909 -0.727 3.752
H 2.753 -3.690 6.268
H 2.234 -2.405 7.294
H -1.674 -0.596 6.902
H -3.918 0.319 6.778
H -5.942 0.936 5.470
H -5.955 0.471 3.000
H -3.942 -0.583 1.998
C 1.713 5.280 -2.485
C 0.306 5.483 -1.927
C -0.604 5.935 -3.077
C 0.366 6.592 -0.867
C -0.253 4.203 -1.315
C 0.444 3.045 -1.229
C -0.095 1.879 -0.591
N 0.596 0.761 -0.358
C 1.692 0.385 -1.013
C 2.015 0.779 -2.353
C 3.128 0.330 -2.978
C 4.022 -0.515 -2.232
C 3.791 -0.977 -0.980
C 2.538 -0.585 -0.306
O 2.237 -0.995 0.825
C 4.794 -1.851 -0.236
C 5.261 -1.122 1.034
C 6.028 -2.144 -1.090
C 4.164 -3.195 0.152
C 3.470 0.642 -4.430
C 3.583 -0.663 -5.230
C 2.408 1.519 -5.090
C 4.811 1.389 -4.490
C -1.431 1.930 0.015
O -1.939 0.927 0.542
C -2.148 3.215 -0.068
C -1.568 4.241 -0.736
C -3.498 3.350 0.628
C -4.105 4.739 0.423
C -4.498 2.322 0.078
C -3.312 3.145 2.140
H 2.066 6.208 -2.939
H 1.730 4.503 -3.252
H 2.420 4.999 -1.703
H -0.229 6.862 -3.517
H -1.624 6.116 -2.737
H -0.643 5.174 -3.859
H 0.761 7.513 -1.301
H 1.012 6.296 -0.039
H -0.621 6.813 -0.459
H 1.474 3.002 -1.549
H 1.279 1.364 -2.885
H 4.931 -0.824 -2.732
H 5.747 -0.177 0.778
H 5.985 -1.742 1.568
H 4.425 -0.921 1.699
H 6.553 -1.232 -1.383
H 5.773 -2.702 -1.994
H 6.722 -2.753 -0.509
H 3.353 -3.056 0.859
H 4.921 -3.832 0.616
H 3.781 -3.709 -0.734
H 2.644 -1.218 -5.199
H 4.365 -1.310 -4.831
H 3.824 -0.450 -6.274
H 1.433 1.029 -5.106
H 2.696 1.729 -6.122
H 2.299 2.474 -4.572
H 5.616 0.806 -4.044
H 4.746 2.337 -3.954
H 5.085 1.598 -5.527
H -2.101 5.182 -0.795
H -4.288 4.953 -0.632
H -3.467 5.527 0.829
H -5.063 4.788 0.944
H -4.662 2.484 -0.990
H -5.458 2.440 0.588
H -4.140 1.308 0.227
H -2.642 3.906 2.546
H -2.901 2.164 2.359
H -4.275 3.234 2.650
*
```

- ΔE to the lowest compared entry with this formula, charge and spin (kJ/mol) = 6.0
- E_LUMO (eV) = 1.4
- DFT total energy (a.u.) = -2819.90251
- Kohn-Sham gap (eV) = 5.46

Results of the Löwdin charge analysis, in e, for atoms 1 through 4: number 1, Cs, carries 1.04; number 2, C, carries -0.19; number 3, C, carries -0.17; number 4, O, carries -0.18

---

Question: Among the records above, which one has the highest ΔE to the lowest compared entry with this formula, charge and spin?
Answer: C43H61BI2N2OP3SeTi